Entry 1:
{"formula": "C8H16F16Li2N8O36S18", "method": "ωB97M-V/def2-TZVPD", "symbols": ["Li", "O", "O", "O", "S", "O", "C", "S", "S", "N", "O", "F", "S", "S", "O", "F", "S", "C", "O", "N", "F", "O", "F", "O", "S", "C", "F", "H", "O", "N", "N", "O", "F", "C", "S", "O", "F", "O", "O", "H", "O", "H", "H", "H", "O", "O", "N", "O", "C", "S", "S", "H", "H", "O", "O", "H", "O", "F", "O", "S", "O", "O", "S", "O", "O", "O", "F", "F", "H", "N", "H", "C", "S", "S", "C", "F", "H", "O", "O", "N", "F", "H", "O", "Li", "O", "C", "N", "H", "F", "H", "S", "S", "O", "O", "S", "O", "F", "O", "O", "S", "F", "F", "H", "H"], "xyz": [[-14.768714, 1.092915, 15.102667], [-17.583136, 4.091864, 13.687624], [-6.617622, 0.424172, 15.613101], [-15.376219, -0.935253, 18.296847], [-14.462069, 3.579680, 13.540895], [-9.945799, 0.217968, 15.479779], [-13.229805, 7.423415, 11.151709], [-18.234860, 1.730312, 8.516373], [-9.385135, 1.546390, 15.334390], [-19.726111, 2.616608, 8.425707], [-12.599172, -0.222879, 17.006804], [-16.550426, 8.273640, 11.813222], [-17.561240, 7.111030, 12.157867], [-17.947932, 5.331273, 16.864135], [-12.967799, 9.375733, 13.597531], [-12.906826, -1.268706, 8.852294], [-12.228606, 9.524601, 12.339113], [-13.346205, 9.802919, 10.846129], [-14.184252, 5.526001, 16.487297], [-14.536411, 8.000627, 16.362159], [-14.988561, 9.459801, 18.209602], [-11.654513, 4.309736, 11.415838], [-6.338437, 0.602519, 13.318693], [-20.265022, 2.357232, 10.879662], [-16.638230, 3.009756, 13.380861], [-18.448073, 5.370366, 18.613861], [-10.696944, 2.306396, 14.716434], [-19.496802, 4.737676, 15.141914], [-19.851624, 5.755890, 11.891410], [-15.354015, 2.763906, 14.484498], [-9.297135, 3.406869, 11.659653], [-13.629635, 0.492197, 13.003950], [-13.212463, 6.740422, 14.673934], [-20.196931, 4.128800, 17.313358], [-8.974854, 3.390115, 9.955431], [-7.847185, -1.055128, 14.086529], [-11.980868, -1.098268, 13.397235], [-11.143129, 0.088874, 9.564636], [-20.617263, 7.659212, 13.331416], [-14.027721, 7.433944, 11.894217], [-18.424343, 3.769040, 10.208780], [-13.114124, 6.410575, 10.765853], [-14.282705, 8.226317, 9.470090], [-11.141206, 7.700617, 11.117813], [-7.836600, 4.299156, 9.612897], [-17.222199, 2.389370, 7.720991], [-12.604890, -1.234747, 11.079189], [-9.947346, 3.047038, 8.927059], [-19.594715, 4.973391, 16.201610], [-13.935972, 8.337609, 17.784300], [-19.900288, 7.126404, 12.151984], [-21.273686, 4.296340, 17.338247], [-17.513705, 5.182234, 19.142693], [-16.600914, 2.656202, 11.957366], [-11.161350, 0.768210, 12.442652], [-19.069408, 3.407237, 19.062281], [-17.496059, 7.103030, 13.603538], [-20.735701, 4.349739, 9.482431], [-12.868434, 9.249031, 17.805074], [-13.418647, 6.710164, 16.288205], [-9.660410, 5.861313, 10.935289], [-13.361344, 0.984057, 9.810701], [-13.265168, 0.860447, 17.646639], [-12.039916, 6.696729, 16.748280], [-9.094539, 2.349473, 16.466927], [-18.006426, 0.870048, 9.721381], [-17.521081, 1.676638, 13.911316], [-8.304711, 1.954142, 10.040656], [-20.135321, 3.053681, 17.144777], [-14.585390, 1.364316, 17.005273], [-20.139887, 4.545454, 19.637902], [-13.402188, 8.481700, 10.059632], [-12.375306, -0.008613, 12.365380], [-15.638715, 0.454145, 18.061214], [-19.540354, 4.339722, 18.751149], [-18.758748, 0.556693, 7.486787], [-19.955140, 5.992360, 16.342701], [-14.706903, 5.087007, 13.560731], [-13.108261, 0.879343, 19.060078], [-18.814835, 7.992295, 11.450905], [-12.357243, 2.094703, 17.221493], [-18.960148, 6.325688, 18.728917], [-17.142790, 4.164058, 16.541777], [-15.228283, 3.134878, 16.342626], [-17.129597, 5.954002, 11.422556], [-11.963273, 7.816235, 11.824170], [-8.426992, 1.762059, 14.083580], [-12.854279, 10.521158, 10.190209], [-20.919026, 7.560496, 10.943231], [-12.577619, 8.430314, 9.348620], [-10.241010, 4.601867, 11.436342], [-19.669403, 3.183039, 9.855276], [-14.000416, 2.931679, 12.300826], [-10.978110, 10.276585, 12.308140], [-7.474026, 0.279989, 14.427141], [-13.888413, 7.322497, 18.892432], [-10.163088, 4.963314, 13.009429], [-17.577317, 6.655539, 16.390387], [-16.406907, 1.110380, 19.089981], [-12.480161, -0.182638, 9.925733], [-13.189425, 3.378317, 14.469929], [-16.861283, 0.378574, 17.015350], [-14.327628, 10.147703, 11.171751], [-11.934244, 7.223687, 12.738581]], "forces_ev_per_a": [[0.6, -1.2, -1.6], [2.7, -1.8, 0.5], [-1.6, -0.2, -0.6], [1.3, 0.8, -0.5], [9.1, 6.1, -4.9], [1.3, 0.5, 0.7], [0.0, -0.3, -0.6], [-0.8, -2.3, -0.4], [-5.0, 1.3, -1.3], [3.1, -2.9, -1.0], [-1.5, -0.3, -0.5], [1.2, 0.4, -0.4], [3.2, 0.4, -0.4], [-0.2, 1.3, -2.8], [0.4, 1.6, -1.5], [-0.9, -0.3, -1.3], [-0.2, -3.2, 0.3], [0.1, 0.7, -0.6], [-0.2, -1.0, 0.6], [3.1, -2.0, 1.7], [-2.2, -0.4, 0.6], [0.9, 0.5, -2.0], [-0.5, 0.1, -0.4], [-0.6, 0.7, -0.5], [-9.0, -1.4, -2.5], [0.0, 0.1, -0.9], [1.3, -0.2, 0.5], [-0.2, -0.5, 0.2], [0.3, -2.6, 1.2], [-4.2, -0.5, -1.5], [0.9, -0.7, -5.4], [2.0, -1.1, -1.5], [-0.1, 0.5, 1.8], [-1.3, -1.3, 0.5], [4.2, -2.6, -1.2], [-0.7, 0.3, -0.2], [-0.1, -1.7, 1.0], [1.6, 0.1, -0.5], [1.5, -1.0, -1.4], [-0.3, 0.0, -0.3], [0.0, 0.6, -0.3], [-0.2, 0.0, 0.0], [-0.4, 0.8, 0.2], [0.3, 0.1, 0.5], [-2.5, -1.9, 0.3], [-0.7, -0.9, 1.4], [-0.3, 3.7, 3.4], [0.3, 1.9, 1.4], [1.2, 1.4, 2.1], [-1.3, 1.8, 4.3], [-6.0, 3.4, -1.2], [-0.1, 0.3, 0.2], [-0.3, 0.4, 0.4], [1.5, 0.7, 3.4], [-1.9, -0.1, -1.7], [0.1, -0.3, -0.4], [-1.0, -0.1, -1.2], [0.1, -0.1, 0.9], [3.2, 0.8, -0.3], [0.6, -2.7, -5.3], [-1.2, -1.7, -1.0], [0.6, -2.6, 0.6], [8.9, 0.5, -0.4], [-1.9, 1.0, -0.1], [0.6, 0.0, 1.0], [-0.2, 2.9, -3.2], [1.1, 0.7, 0.5], [0.9, -0.2, 0.2], [0.3, 0.0, -0.4], [-3.7, -1.8, 2.8], [-0.7, 0.5, -0.5], [-0.3, -0.8, 0.8], [-0.6, -0.8, 3.3], [-5.2, -0.5, -0.4], [1.0, -1.0, -0.5], [0.1, 0.3, -0.1], [-0.6, 0.1, -0.6], [-0.1, -5.6, -0.2], [-1.9, 0.2, 1.1], [2.5, -1.8, 2.7], [-1.0, -0.2, -0.1], [0.9, 0.4, 0.2], [0.6, -0.1, 1.3], [-0.4, 1.9, 0.5], [-0.5, 1.6, 0.6], [0.2, -0.1, 0.8], [2.2, -4.3, 1.2], [-0.1, 0.6, 0.4], [-1.6, 0.3, 0.1], [0.3, 0.0, 0.1], [-3.2, 4.5, 6.6], [-1.5, 1.3, 2.7], [-1.9, 2.1, 3.0], [-0.8, 0.6, -0.3], [2.9, 2.4, -0.5], [-1.0, 1.9, -2.5], [0.1, 0.5, 0.7], [0.1, -1.5, 1.3], [2.2, 0.9, 0.0], [-0.7, 1.9, -2.8], [0.2, 0.2, 0.6], [0.9, 0.1, -0.9], [0.1, 0.0, 0.2], [0.9, 0.1, 0.0]], "lowdin_charge": [0.647, -0.268, -0.373, -0.259, 0.481, -0.321, -0.229, 0.642, 0.427, -0.310, -0.225, -0.209, 0.514, 0.703, -0.335, -0.239, 0.722, -0.206, -0.314, -0.185, -0.242, -0.261, -0.252, -0.313, 0.657, -0.225, -0.218, 0.114, -0.265, -0.453, -0.199, -0.363, -0.197, -0.202, 0.572, -0.305, -0.203, -0.301, -0.352, 0.111, -0.281, 0.126, 0.112, 0.094, -0.375, -0.297, -0.266, -0.296, -0.183, 0.407, 0.431, 0.091, 0.112, -0.208, -0.252, 0.096, -0.282, -0.233, -0.316, 0.541, -0.332, -0.274, 0.404, -0.261, -0.293, -0.312, -0.254, -0.221, 0.104, -0.404, 0.093, -0.213, 0.607, 0.596, -0.217, -0.289, 0.099, -0.264, -0.259, -0.268, -0.143, 0.102, -0.367, 0.620, -0.249, -0.253, -0.224, 0.070, -0.286, 0.104, 0.417, 0.396, -0.253, -0.384, 0.587, -0.354, -0.233, -0.290, -0.276, 0.382, -0.181, -0.205, 0.088, 0.100], "charge": -6, "orbital_gap_ev": 6.11, "e_tot_ha": -12240.685574, "fmax_ev_per_a": 11.98}

Entry 2:
{"formula": "C12H15ClSi", "method": "ωB97M-V/def2-TZVPD", "symbols": ["H", "C", "C", "H", "H", "H", "H", "C", "C", "H", "H", "H", "H", "C", "C", "C", "C", "C", "H", "H", "C", "H", "C", "H", "H", "Si", "Cl", "H", "C"], "xyz": [[-1.057284, 0.314903, -1.546403], [1.627867, 4.127686, 0.105114], [-0.173072, -2.587656, -1.924648], [-0.509976, -1.867050, 3.164343], [-0.223397, 4.974536, -0.262531], [-1.793628, -3.230842, -3.266942], [1.127980, 0.222133, 2.423459], [0.343993, 4.096016, -0.317952], [1.181229, 1.992121, -0.524527], [-1.812159, -0.864880, -0.280335], [-2.976223, -1.008964, -2.795400], [1.120140, -2.042636, 3.069033], [-0.538401, -0.040540, 1.670578], [-1.385011, -2.494110, -2.745493], [2.135828, 2.782211, 0.026249], [-0.031768, -1.578488, -1.092416], [-1.250198, -0.719823, -1.331202], [0.447176, -0.511713, 1.746868], [-0.967063, 2.353080, -0.124822], [2.216217, 4.875576, 0.480529], [0.280744, -1.915748, 2.501979], [2.965846, 2.390414, 0.375891], [-2.072441, -1.424218, -2.343806], [0.102489, -2.608085, 1.704588], [0.580480, -3.305761, -2.130920], [1.289812, -1.019183, 0.148837], [2.884866, -2.185770, 0.305612], [-0.344804, 2.738202, -1.735374], [-0.112969, 2.713232, -0.678988]], "forces_ev_per_a": [[0.0, 0.5, 0.2], [-1.8, -2.2, -0.9], [0.4, -1.3, -1.7], [-1.9, -0.1, 1.2], [-1.2, 0.9, -0.3], [-1.2, -3.0, -2.8], [-1.6, -1.6, -1.7], [0.9, 0.7, 1.2], [0.9, -2.7, 1.5], [0.7, 0.9, -2.0], [0.2, -0.3, 0.4], [2.4, -1.1, 1.1], [0.4, 0.1, -0.6], [1.0, 2.1, 3.1], [-4.3, -0.3, -2.2], [0.5, 1.7, 0.8], [-1.5, -0.5, 3.2], [1.8, 0.1, 2.5], [-0.1, -0.2, 0.2], [0.9, 2.2, 0.7], [-0.5, 2.6, -2.6], [4.3, -1.3, 1.4], [0.4, 1.0, -0.6], [-0.1, -1.2, 0.2], [0.5, -0.9, 0.2], [-2.8, 3.6, -1.5], [0.8, -0.5, 0.1], [-0.5, -0.1, -0.5], [1.4, 1.0, -0.8]], "nbo_charge": [0.258, -0.228, -0.179, 0.213, 0.199, 0.204, 0.251, -0.199, -0.049, 0.237, 0.219, 0.211, 0.252, -0.240, -0.364, -0.504, -0.476, -0.921, 0.246, 0.206, -0.606, 0.201, -0.156, 0.196, 0.208, 1.496, -0.336, 0.245, -0.582], "charge": 0, "orbital_gap_ev": [6.81, 7.37], "e_tot_ha": -1215.741277, "fmax_ev_per_a": 4.87}